[1]
The following is a quantum chemistry calculation of an isolated molecule of C7H8O2, from the OMol25 dataset.

ORCA input file:
```
! RIJCOSX wB97M-V def2-TZVPD def2/J DEFGRID3
* xyz 0 1
C 0.52 2.28 0.16
C 0.49 0.97 0.06
O 1.72 0.31 -0.11
C 1.51 -1.11 -0.55
C 0.03 -1.39 -0.34
C -0.47 -1.18 1.02
C -0.57 -0.02 0.05
C -1.91 0.55 -0.37
O -2.97 -0.06 -0.30
H 1.47 2.80 0.12
H -0.31 2.90 0.38
H 2.12 -1.75 0.12
H 1.87 -1.12 -1.57
H -0.43 -2.00 -1.07
H 0.25 -1.17 1.86
H -1.40 -1.61 1.35
H -1.92 1.59 -0.82
*
```

Values from the calculation:
DFT total energy	-11481.48550	eV
energy relative to the best compared isomer or geometry (same formula, charge and spin)	200.2	kJ/mol
gap between HOMO and LUMO	9.624	eV
structure (SMILES)	C=C1OC[C@H]2C[C@@]12C=O
LUMO level	0.762	eV



[2]
The following is a quantum chemistry calculation of a structure of composition C33H37ClNO6P2PbS3, from the OMol25 dataset.

ORCA input file:
```
! RIJCOSX wB97M-V def2-TZVPD def2/J DEFGRID3
* xyz -1 1
Pb 4.05 -20.68 7.93
C 3.76 -17.11 0.80
C 3.66 -18.41 1.55
C 3.25 -18.43 2.88
C 3.22 -19.57 3.66
C 3.72 -20.74 3.11
C 4.09 -20.77 1.78
C 4.09 -19.61 1.02
S 3.70 -22.18 4.15
O 2.28 -22.38 4.49
O 4.42 -23.27 3.48
N 4.51 -21.64 5.45
C 5.92 -21.28 5.28
C 6.17 -19.79 5.71
O 7.06 -19.12 5.16
O 5.38 -19.31 6.70
H 2.77 -16.62 0.75
H 4.09 -17.28 -0.25
H 4.49 -16.43 1.29
H 2.97 -17.49 3.34
H 2.73 -19.57 4.65
H 4.43 -21.70 1.31
H 4.41 -19.69 -0.05
H 6.22 -21.36 4.22
H 6.55 -21.92 5.92
Cl 5.87 -16.35 7.64
C 4.81 -15.19 8.37
C 5.13 -13.83 8.32
C 4.40 -12.90 9.07
C 3.32 -13.33 9.84
C 2.93 -14.66 9.87
C 3.68 -15.59 9.13
P 3.20 -17.30 9.09
C 2.95 -17.72 10.85
C 3.76 -17.14 11.85
C 3.90 -17.78 13.07
C 3.21 -18.91 13.36
C 2.37 -19.45 12.41
C 2.26 -18.88 11.15
C 1.53 -17.12 8.49
C 0.36 -17.08 9.25
C -0.85 -17.01 8.52
C -0.88 -16.95 7.16
C 0.30 -16.86 6.42
C 1.53 -16.94 7.10
H 6.01 -13.50 7.75
H 4.65 -11.83 9.05
H 2.80 -12.61 10.47
H 2.06 -14.98 10.41
H 4.31 -16.21 11.64
H 4.49 -17.29 13.86
H 3.36 -19.38 14.34
H 1.82 -20.37 12.63
H 1.60 -19.35 10.42
H 0.34 -17.06 10.35
H -1.79 -16.91 9.06
H -1.85 -16.91 6.61
H 0.28 -16.68 5.34
H 2.48 -16.90 6.58
C 1.99 -25.54 8.37
C 1.81 -24.51 7.26
C 1.34 -25.16 5.97
O 0.75 -23.58 7.64
P 0.74 -22.26 8.57
S 1.90 -22.43 10.14
S 1.26 -20.66 7.47
O -0.81 -22.16 8.98
C -1.95 -22.39 8.11
C -2.35 -23.84 8.24
C -1.74 -21.84 6.68
H 2.77 -26.30 8.19
H 1.03 -26.06 8.54
H 2.23 -25.02 9.29
H 2.71 -23.92 7.08
H 0.41 -25.73 6.19
H 2.09 -25.88 5.58
H 1.13 -24.39 5.20
H -2.72 -21.77 8.60
H -1.53 -24.52 7.97
H -3.18 -24.10 7.55
H -2.71 -24.06 9.25
H -0.92 -22.39 6.15
H -1.48 -20.77 6.68
H -2.63 -21.98 6.08
*
```

Values from the calculation:
DFT total energy	-117455.34676	eV
energy relative to the best compared isomer or geometry (same formula, charge and spin)	0.0	kJ/mol
gap between HOMO and LUMO	7.505	eV
LUMO level	2.238	eV



[3]
The following is a quantum chemistry calculation of a cluster of 2 separate species, C2H6N4O in total, from the OMol25 dataset.

ORCA input file:
```
! RIJCOSX wB97M-V def2-TZVPD def2/J DEFGRID3
* xyz 0 3
C -2.71 0.07 -0.07
C 1.73 1.34 -0.23
N -2.44 0.57 -1.08
N 1.24 0.21 0.30
N 0.32 -0.52 -0.16
N -0.10 -1.58 0.56
O -2.87 -0.18 1.05
H 2.44 2.03 0.26
H 1.08 1.88 -0.86
H -2.22 0.22 -1.99
H 1.80 -0.17 1.24
H -0.97 -1.91 0.08
H -0.36 -1.20 1.54
*
```

Values from the calculation:
DFT total energy	-10173.42041	eV
energy relative to the best compared isomer or geometry (same formula, charge and spin)	95.9	kJ/mol
expectation value of S²	2.01
gap between HOMO and LUMO (alpha / beta)	6.131 / 9.734	eV
LUMO level (alpha / beta)	0.723 / -0.016	eV



Q: What is the formula in the second record?
A: C33H37ClNO6P2PbS3